91
Properties=species:S:1:pos:R:3:mulliken_charge:R:1 method="wB97M-V/def2-TZVPD" charge=-1 e_tot_ha=-2592.9918 homo_energy_ev=-5.3
C 2.469 -0.400 1.267 -0.5441
B 2.277 1.255 1.428 0.6844
O 1.201 1.407 2.440 -0.2803
C 0.069 2.066 1.914 0.1086
O -0.060 3.303 2.188 -0.6876
C -1.066 1.342 1.053 0.8990
C -1.030 -0.178 0.675 -0.0564
C -2.145 -0.884 -0.173 -0.2851
C -3.345 -0.026 -0.693 -0.1295
C -3.383 1.484 -0.345 -0.5374
C -2.272 2.194 0.513 -0.7211
O 3.618 1.662 1.956 -0.5525
C 4.159 2.791 1.221 -0.8094
C 3.232 2.982 -0.109 0.7293
C 4.174 2.756 -1.402 -1.1087
C 3.552 1.741 -2.477 0.1190
C 4.166 0.263 -2.430 -0.6675
N 3.604 -0.665 -3.459 -0.2812
C 2.146 -0.913 -3.260 -0.0948
C 1.173 0.054 -4.075 0.3407
C -0.320 0.116 -3.566 -0.0766
C -1.322 1.059 -4.273 -0.5692
C -0.914 1.962 -5.471 -0.4409
C 0.531 1.898 -6.013 -0.4891
C 1.546 0.934 -5.288 0.3410
O 2.870 0.925 -5.818 -0.5799
P 2.741 4.813 -0.129 0.0089
S 1.539 5.161 -1.660 -0.4473
O 2.209 2.027 0.181 0.0234
H 3.544 -0.740 1.450 0.1642
H 2.158 -0.699 0.196 -0.3229
H 1.761 -0.875 2.051 0.1227
H -0.169 -0.835 1.045 -0.0199
H -2.102 -2.005 -0.405 0.3669
H -4.148 -0.569 -1.298 0.1844
H -4.271 2.102 -0.736 0.2254
H -2.372 3.323 0.706 0.2945
H 3.843 3.679 1.885 0.3171
H 5.283 2.785 1.013 0.1603
H 4.267 3.793 -1.910 0.4079
H 5.228 2.393 -1.126 0.2263
H 3.711 2.148 -3.547 0.2734
H 2.407 1.728 -2.314 -0.0364
H 5.292 0.377 -2.686 0.2693
H 4.158 -0.187 -1.359 0.2129
H 4.059 -1.581 -3.270 0.2849
H 1.914 -0.904 -2.128 -0.3342
H 1.918 -1.989 -3.618 0.4282
H -0.664 -0.520 -2.668 0.1881
H -2.406 1.126 -3.892 0.2844
H -1.635 2.691 -5.985 0.2805
H 0.914 2.527 -6.879 0.3261
H 3.190 0.012 -5.977 0.3416
H 2.130 5.113 1.130 0.0912
H 3.969 5.548 -0.338 0.1113
C -2.700 -3.742 -3.501 -0.9096
C -3.677 -3.730 -2.341 0.0416
O -4.441 -2.524 -2.364 -0.4512
H -2.028 -2.881 -3.446 0.1117
H -2.102 -4.657 -3.498 0.3387
H -3.231 -3.672 -4.456 0.3533
H -3.144 -3.778 -1.392 0.0266
H -4.362 -4.582 -2.395 0.3266
H -4.914 -2.498 -3.206 0.2571
C 2.778 0.841 5.330 -0.9309
C 2.034 -0.437 5.664 -0.1563
O 2.634 -1.544 5.002 -0.5141
H 2.774 1.017 4.252 0.2898
H 2.322 1.700 5.829 0.3364
H 3.826 0.770 5.637 0.3809
H 0.994 -0.370 5.337 0.0822
H 2.045 -0.625 6.744 0.3301
H 3.550 -1.602 5.303 0.2889
C -3.486 -4.238 3.162 -0.7791
C -2.836 -4.217 1.796 -0.0093
O -3.801 -3.898 0.802 -0.4771
H -4.296 -4.972 3.196 0.3151
H -2.757 -4.484 3.937 0.3552
H -3.928 -3.264 3.389 -0.0498
H -2.413 -5.196 1.558 0.3189
H -2.033 -3.475 1.756 0.0671
H -4.161 -3.026 1.017 0.2426
C -4.528 0.252 3.032 -0.4304
C -4.025 -0.296 4.354 -0.4484
O -2.733 -0.863 4.190 -0.4183
H -4.572 -0.541 2.281 -0.0306
H -5.525 0.688 3.146 0.4170
H -3.853 1.020 2.644 0.1007
H -4.695 -1.077 4.722 0.3116
H -3.967 0.494 5.111 0.3287
H -2.142 -0.165 3.873 0.2405

---

88
Properties=species:S:1:pos:R:3:mulliken_charge:R:1 method="wB97M-V/def2-TZVPD" smiles="C#CCCCC1=CC(=O)c2ccc(CN)c(Cl)c2C1=O.CCO.CCO.CCO.CCO.CCO.CCO" e_tot_ha=-2213.0040 homo_energy_ev=-9.1
C -0.706 -1.938 2.402 -0.2979
C -0.359 -2.578 1.174 -0.2594
C 0.146 -2.907 -0.351 -0.2942
C -0.894 -2.467 -1.539 -0.4132
C -2.407 -2.086 -1.034 -0.8421
C -2.530 -0.525 -0.448 0.6780
C -3.407 -0.220 0.753 -0.5592
C -3.427 1.361 1.298 0.2110
O -4.507 1.931 1.852 -0.5129
C -1.962 2.152 1.137 0.3377
C -1.378 3.247 2.215 -0.4979
C 0.086 4.011 1.956 -0.6117
C 0.997 3.676 0.594 0.4171
C 2.437 4.446 0.284 -0.5190
N 3.603 3.496 0.095 -0.4802
C 0.424 2.557 -0.507 -0.1480
Cl 1.424 2.177 -2.057 -0.0467
C -1.014 1.823 -0.200 0.3069
C -1.656 0.667 -1.223 0.1610
O -1.488 0.681 -2.548 -0.4656
H -0.775 -1.456 3.487 0.3254
H 0.274 -4.084 -0.415 0.2594
H 1.171 -2.334 -0.569 0.2514
H -1.012 -3.421 -2.247 0.3343
H -0.368 -1.650 -2.194 0.1728
H -2.794 -2.813 -0.182 0.3686
H -3.178 -2.157 -1.943 0.3568
H -4.054 -1.069 1.286 0.2738
H -2.025 3.481 3.190 0.2587
H 0.468 4.811 2.746 0.2322
H 2.757 5.183 1.167 0.3156
H 2.271 5.061 -0.725 0.1971
H 3.305 2.496 0.125 0.2324
H 4.345 3.705 0.820 0.2481
C 0.663 -4.105 6.788 -1.0807
C 1.255 -3.408 5.581 -0.0231
O 0.971 -2.018 5.636 -0.5154
H -0.421 -3.953 6.827 0.3527
H 0.869 -5.178 6.759 0.2509
H 1.075 -3.692 7.715 0.3067
H 0.824 -3.808 4.658 0.2916
H 2.340 -3.544 5.542 0.1170
H 1.365 -1.670 6.454 0.2890
C -5.824 3.617 5.044 -0.6890
C -7.192 3.646 4.394 -0.2626
O -7.183 4.528 3.282 -0.5323
H -5.534 4.620 5.374 0.2751
H -5.816 2.944 5.906 0.3229
H -5.063 3.284 4.330 0.0361
H -7.946 3.999 5.104 0.3024
H -7.484 2.649 4.049 0.2476
H -6.516 4.200 2.653 0.3093
C -1.760 -1.444 -6.628 -0.8375
C -3.107 -1.047 -6.060 -0.2524
O -3.243 -1.548 -4.738 -0.4613
H -1.652 -2.534 -6.636 0.3080
H -1.642 -1.070 -7.649 0.2387
H -0.948 -1.047 -6.011 0.2417
H -3.917 -1.464 -6.667 0.2792
H -3.219 0.041 -6.037 0.2407
H -2.525 -1.165 -4.205 0.2400
C 4.902 -4.496 7.559 -0.9416
C 4.213 -5.845 7.553 -0.2614
O 3.325 -5.931 6.448 -0.4794
H 4.166 -3.688 7.618 0.1880
H 5.588 -4.413 8.407 0.3567
H 5.467 -4.345 6.633 0.3156
H 3.633 -5.983 8.470 0.2683
H 4.942 -6.658 7.481 0.2826
H 3.851 -5.816 5.639 0.2823
C 1.252 2.335 -8.108 -1.3373
C 0.298 1.280 -7.586 0.0549
O 0.970 0.430 -6.668 -0.4507
H 2.110 1.867 -8.602 0.2955
H 0.751 2.995 -8.821 0.3951
H 1.648 2.939 -7.286 0.3463
H -0.079 0.664 -8.409 0.2769
H -0.556 1.739 -7.080 0.2405
H 1.293 0.985 -5.938 0.1827
C 4.004 1.110 -5.678 -0.4512
C 5.085 2.037 -5.161 -0.3442
O 4.500 3.224 -4.647 -0.4914
H 3.421 1.600 -6.464 0.0009
H 4.439 0.191 -6.082 0.3070
H 3.304 0.847 -4.879 0.1276
H 5.770 2.314 -5.968 0.3095
H 5.665 1.558 -4.366 0.2754
H 3.900 2.967 -3.926 0.2660

---

86
Properties=species:S:1:pos:R:3:mulliken_charge:R:1 method="wB97M-V/def2-TZVPD" charge=+1 e_tot_ha=-3894.9447 homo_energy_ev=-9.4
Ga -1.125 -0.425 0.166 -2.4409
C -2.437 2.123 3.826 -1.2687
Si -1.383 2.168 2.258 0.3219
C 0.004 3.430 2.483 -1.3077
C -2.446 2.786 0.825 -0.7029
N -0.805 0.612 1.730 2.0942
C 0.134 -0.150 2.462 0.9282
C 0.597 0.237 3.719 -0.8334
C 1.539 -0.500 4.419 -1.2123
C 2.044 -1.657 3.856 -1.3595
C 1.584 -2.072 2.615 -0.8219
C 0.624 -1.359 1.894 0.7919
N 0.117 -1.793 0.645 1.8932
Si 0.779 -3.217 -0.128 0.4122
C 2.605 -2.944 -0.534 -1.1039
C 0.462 -4.797 0.864 -1.2147
C -0.060 -3.550 -1.787 -1.1293
H -2.698 3.145 4.111 0.4516
H -1.908 1.674 4.668 0.3613
H -3.372 1.575 3.694 0.3406
H -0.383 4.324 2.978 0.4965
H 0.405 3.745 1.519 0.1924
H 0.831 3.052 3.086 0.4103
H -2.869 3.768 1.042 0.6396
H -3.280 2.108 0.625 0.0718
H -1.840 2.875 -0.080 0.0743
H 0.207 1.140 4.170 0.2446
H 1.872 -0.171 5.394 0.4361
H 2.791 -2.244 4.373 0.4256
H 1.986 -2.988 2.207 0.4282
H 3.244 -2.963 0.348 0.3447
H 2.743 -1.974 -1.017 0.2050
H 2.961 -3.717 -1.219 0.3857
H 0.791 -4.740 1.901 0.3941
H 0.993 -5.629 0.393 0.4349
H -0.598 -5.059 0.873 0.3438
H 0.029 -2.721 -2.492 0.2383
H -1.113 -3.826 -1.687 0.2675
H 0.447 -4.407 -2.235 0.5806
C -3.641 -0.652 2.005 -1.2533
N -3.015 -1.483 0.967 0.8352
C -2.644 -2.777 1.561 -1.2272
C -3.921 -1.686 -0.163 -0.9576
C -3.895 -0.469 -1.069 -0.9200
N -2.525 -0.159 -1.516 0.6601
C -2.512 1.175 -2.145 -0.9020
C -2.075 -1.137 -2.526 -0.4601
H -4.525 -1.150 2.416 0.3919
H -3.935 0.316 1.603 0.3280
H -2.921 -0.477 2.800 0.3259
H -3.534 -3.314 1.906 0.4415
H -1.971 -2.613 2.401 0.3284
H -2.119 -3.382 0.825 0.1725
H -4.948 -1.863 0.174 0.4885
H -3.597 -2.571 -0.712 0.3763
H -4.281 0.396 -0.530 0.3729
H -4.546 -0.644 -1.931 0.4698
H -3.125 1.166 -3.051 0.4234
H -1.493 1.443 -2.416 0.1394
H -2.904 1.921 -1.462 0.3049
H -2.719 -1.103 -3.410 0.4950
H -2.079 -2.142 -2.118 -0.0282
H -1.055 -0.896 -2.823 -0.3248
C 5.307 3.228 -4.198 -1.5040
C 4.259 2.656 -3.296 0.5219
C 4.243 2.934 -1.933 -1.1245
C 3.273 2.426 -1.091 0.8631
C 3.353 2.749 0.376 -1.4120
C 2.241 1.616 -1.637 0.3744
C 1.167 1.223 -0.781 -0.0518
O 0.177 0.558 -1.127 -0.4916
C 2.293 1.262 -3.016 1.2619
C 1.307 0.320 -3.649 -0.7288
C 3.290 1.793 -3.807 -1.1968
H 5.873 4.018 -3.711 0.3864
H 4.854 3.626 -5.106 0.3799
H 6.003 2.443 -4.502 0.3253
H 5.016 3.567 -1.515 0.3797
H 4.303 3.228 0.604 0.4310
H 3.272 1.852 0.992 0.3434
H 2.564 3.439 0.674 0.2051
H 1.234 1.519 0.273 -0.0719
H 1.140 -0.557 -3.026 -0.3454
H 1.673 -0.001 -4.623 0.4221
H 0.346 0.818 -3.794 0.2837
H 3.322 1.528 -4.858 0.4537

---

107
Properties=species:S:1:pos:R:3:mulliken_charge:R:1 method="wB97M-V/def2-TZVPD" charge=+2 e_tot_ha=-16887.4980 homo_energy_ev=-10.9
C 1.065 -5.877 1.392 -1.0971
C -0.479 -5.760 1.282 -0.4282
C -0.951 -4.673 0.240 -0.5880
N -1.788 -3.667 0.961 0.3703
C -1.500 -2.359 0.632 -0.3512
C -2.339 -1.516 -0.013 0.3412
C -3.745 -1.887 -0.485 -0.1473
C -4.810 -1.246 0.493 -0.7999
C -4.302 -1.126 1.932 -0.5337
O -3.933 -2.402 2.452 -0.5311
C -1.968 -0.093 -0.298 0.2015
O -2.732 0.603 -0.915 -0.7366
C -0.669 0.467 0.208 1.2849
Cl -0.257 2.147 -0.048 -0.0476
C 0.187 -0.327 0.864 -0.8966
O 1.338 0.230 1.337 -0.5710
C 2.424 0.151 0.364 -0.2543
C 3.177 -1.184 0.598 -0.5751
O 4.591 -1.018 0.541 -0.5041
C 5.185 -2.327 0.695 0.0333
C 6.207 -2.396 1.873 -1.0978
C -0.146 -1.782 1.062 0.4170
O 0.661 -2.530 1.547 -0.4234
H 1.287 -6.879 1.808 0.3949
H 1.465 -5.152 2.121 0.1921
H 1.593 -5.831 0.424 0.2905
H -0.854 -5.475 2.281 0.2202
H -0.952 -6.737 1.070 0.4272
H -1.558 -5.216 -0.513 0.3505
H -0.068 -4.239 -0.247 0.3791
H -2.766 -3.891 0.823 0.3410
H -3.888 -1.343 -1.466 0.0788
H -3.899 -2.995 -0.624 0.4401
H -5.053 -0.233 0.125 0.3078
H -5.752 -1.827 0.464 0.5112
H -5.153 -0.762 2.548 0.4682
H -3.506 -0.369 2.070 0.2862
H -3.212 -2.264 3.090 0.2538
H 3.068 1.031 0.542 0.3607
H 2.036 0.271 -0.664 0.2750
H 2.848 -1.908 -0.171 0.3268
H 2.933 -1.518 1.625 0.3737
H 4.373 -3.041 0.944 0.1785
H 5.623 -2.692 -0.253 0.2630
H 5.673 -2.403 2.842 0.3033
H 6.739 -3.361 1.779 0.2498
H 6.938 -1.575 1.904 0.2966
C 8.763 -4.286 -0.457 -0.3493
Cl 8.575 -2.751 -1.312 -0.1433
Cl 7.312 -5.287 -0.605 -0.1017
H 9.605 -4.824 -0.880 0.3351
H 8.944 -4.083 0.594 0.2859
Al -4.581 -3.226 -2.195 0.3343
Br -0.602 -2.874 3.655 -0.3233
O -1.958 6.361 0.565 -0.8122
P -3.304 6.948 0.897 1.2926
O -3.132 7.280 2.491 -0.4240
C -2.325 8.404 2.872 -0.2668
C -2.997 9.724 2.545 -1.1722
O -4.181 5.551 0.996 -0.4669
C -3.680 4.347 0.435 -0.1708
C -2.895 3.559 1.462 -0.1292
O -4.757 7.774 0.834 -0.3186
C -5.086 8.400 -0.424 -0.2863
C -5.227 7.391 -1.547 -1.0743
H -1.347 8.341 2.392 0.2692
H -2.172 8.331 3.949 0.3954
H -3.050 9.879 1.463 0.1676
H -2.438 10.555 2.975 0.4508
H -4.018 9.747 2.928 0.2991
H -3.079 4.552 -0.452 0.1142
H -4.541 3.760 0.101 0.4456
H -2.182 4.190 1.996 0.0778
H -2.348 2.744 0.988 -0.3650
H -3.564 3.140 2.218 0.3263
H -4.319 9.139 -0.669 0.2912
H -6.025 8.934 -0.280 0.3703
H -4.273 6.892 -1.758 0.2968
H -5.561 7.879 -2.463 0.4280
H -5.944 6.615 -1.278 0.2553
C 4.912 -7.893 -3.488 0.2048
Br 6.110 -8.743 -2.231 0.0043
Br 3.127 -7.723 -2.776 0.0278
Br 5.590 -6.201 -4.117 0.0103
H 4.849 -8.538 -4.347 -0.2213
C -2.247 3.013 -3.704 0.7438
Cl -3.650 3.707 -4.518 -0.1232
Cl -1.272 2.067 -4.834 -0.1465
Cl -1.274 4.280 -2.949 -0.1209
H -2.600 2.349 -2.923 -0.3668
C 0.857 6.493 3.532 -0.8079
C 1.461 7.659 2.705 -0.1523
O 0.949 8.752 3.173 -0.6231
H -0.230 6.432 3.437 0.3305
H 1.272 5.544 3.158 -0.3973
H 1.107 6.577 4.602 0.5435
H 1.269 7.398 1.640 0.2096
H 2.588 7.516 2.780 0.1985
C 4.011 -10.994 -7.018 -0.6827
N 3.744 -9.700 -6.337 0.8233
O 4.600 -8.857 -6.364 -0.4218
O 2.642 -9.562 -5.768 -0.3781
H 5.002 -10.953 -7.456 0.3410
H 3.947 -11.778 -6.266 0.3186
H 3.251 -11.123 -7.785 0.2790
Cl 0.878 -10.133 -7.059 0.0503
Ca 2.358 4.281 3.642 1.6913

---

93
Properties=species:S:1:pos:R:3:mulliken_charge:R:1 method="wB97M-V/def2-TZVPD" charge=-1 e_tot_ha=-2775.2034 homo_energy_ev=-3.8
C 2.252 -1.535 2.426 -0.9813
C 2.278 -2.225 1.043 -0.5366
C 0.880 -2.397 0.418 0.8219
C 0.244 -3.791 0.637 -0.5909
C -1.205 -3.765 1.156 -0.6792
C -2.262 -3.782 0.042 -1.1955
C -2.144 -2.544 -0.848 0.9477
C -3.363 -2.263 -1.745 -1.9491
N -3.642 -0.811 -1.813 0.7507
C -2.851 -0.123 -2.861 -1.5490
C -1.366 0.106 -2.525 0.6124
C -0.943 1.555 -2.209 -0.9357
C 0.110 1.638 -1.085 0.5962
C 0.108 2.974 -0.327 -0.6818
C 0.948 4.077 -0.990 -1.1687
C 2.463 3.831 -0.931 0.1530
C 3.044 4.080 0.477 -1.1229
C -5.008 -0.504 -1.971 0.1065
S -6.105 -1.431 -2.777 -0.2833
S -5.638 0.910 -1.183 -0.1649
C -4.296 1.835 -0.367 -1.2275
C -3.381 1.119 0.623 0.8985
C -4.088 0.504 1.835 -1.3195
C -3.240 -0.588 2.521 1.2113
C -1.882 -0.077 3.004 -0.0896
O -2.218 0.650 4.148 -0.9516
B -3.200 -0.265 4.847 1.1216
O -3.837 -1.041 3.697 -0.8595
H 2.727 -0.548 2.378 0.2322
H 2.813 -2.103 3.176 0.3703
H 1.233 -1.390 2.794 0.1968
H 2.886 -1.620 0.359 0.4544
H 2.758 -3.203 1.106 -0.0114
H 0.963 -2.214 -0.663 0.2930
H 0.207 -1.613 0.793 -0.5714
H 0.283 -4.352 -0.306 0.2162
H 0.864 -4.352 1.349 0.4377
H -1.355 -2.842 1.730 -0.0584
H -1.382 -4.614 1.827 0.4113
H -2.142 -4.694 -0.558 0.4436
H -3.251 -3.807 0.516 0.5497
H -2.027 -1.678 -0.186 -0.4699
H -1.219 -2.605 -1.436 0.5161
H -3.203 -2.656 -2.759 0.2148
H -4.236 -2.756 -1.311 0.6939
H -3.330 0.844 -3.062 0.6624
H -2.941 -0.707 -3.789 0.4042
H -1.056 -0.536 -1.704 -0.8268
H -0.785 -0.228 -3.396 0.6539
H -0.498 1.980 -3.116 0.3461
H -1.804 2.179 -1.944 0.3323
H -0.046 0.818 -0.374 -0.6787
H 1.101 1.475 -1.526 0.3889
H 0.485 2.807 0.691 0.3886
H -0.926 3.316 -0.208 0.2700
H 0.745 5.033 -0.487 0.4632
H 0.628 4.178 -2.037 0.3802
H 2.952 4.503 -1.642 -0.0414
H 2.703 2.810 -1.244 0.2693
H 2.264 4.045 1.243 0.3621
H 3.527 5.061 0.528 0.1799
H 3.802 3.335 0.740 0.3141
H -4.861 2.605 0.175 0.5070
H -3.737 2.354 -1.151 0.3804
H -2.762 0.378 0.111 -0.5762
H -2.698 1.892 1.001 0.4965
H -5.042 0.042 1.550 0.4116
H -4.321 1.291 2.563 0.2082
H -3.115 -1.382 1.760 -0.6582
H -1.284 -0.968 3.289 0.1187
H -1.312 0.515 2.274 0.0755
H -2.596 -1.067 5.593 -0.3087
H -3.999 0.404 5.505 -0.3297
C 2.477 -8.202 0.773 -0.4500
C 3.988 -8.241 0.663 0.2925
O 4.260 -7.138 -0.173 -0.3505
C 3.243 -6.233 -0.030 0.6172
O 3.274 -5.116 -0.403 -0.4320
O 2.205 -6.811 0.619 -0.2220
F 4.439 -9.377 0.073 -0.2941
H 2.023 -8.758 -0.049 0.2798
H 2.091 -8.558 1.724 0.2654
H 4.517 -8.110 1.609 0.2734
C 5.157 8.937 -2.364 -0.4539
C 5.170 8.090 -1.106 0.2924
O 4.270 7.055 -1.434 -0.2054
C 4.255 6.909 -2.789 0.6364
O 3.787 5.992 -3.363 -0.4681
O 4.867 7.970 -3.372 -0.3673
F 4.714 8.764 -0.024 -0.2773
H 4.351 9.671 -2.316 0.2855
H 6.101 9.432 -2.575 0.2597
H 6.140 7.653 -0.860 0.2730

---

The records above give, respectively, gap between HOMO and LUMO values of 0.282; 0.267; 0.228; 0.042; 0.200 Eh.